No. 1
A cluster of 3 separate species, C3H13NO2S in total. Source: the OMol25 dataset; level of theory: wB97M-V/def2-TZVPD.

The total charge is 0. The value obtained for the energy is -725.4632 hartree. Its SMILES is CNCCS.O.O. Its HOMO energy is -8.67 eV.

Positions of all 20 atoms, in Å:
C: -2.342 -0.813 -0.391
N: -1.103 -0.924 -1.156
C: -0.627 0.462 -1.547
C: 0.123 1.205 -0.486
S: -0.016 3.004 -0.683
H: -2.677 0.098 0.117
H: -2.675 -1.624 0.257
H: -3.184 -0.816 -1.116
H: -0.435 -1.348 -0.503
H: -0.075 0.263 -2.457
H: -1.545 0.959 -1.849
H: -0.170 0.950 0.559
H: 1.220 1.159 -0.602
H: 1.076 3.443 -0.053
O: 3.610 0.308 0.708
H: 4.408 0.405 0.172
H: 3.768 -0.507 1.193
O: -0.023 -2.056 2.235
H: 0.925 -1.992 2.423
H: -0.256 -2.174 3.179

=====

No. 2
An isolated molecule of C5H2O. Source: the OMol25 dataset; level of theory: wB97M-V/def2-TZVPD.

The total charge is 0. The value obtained for the energy is -266.7863 hartree. Its SMILES is C#CC=C=C=O. Its HOMO energy is -9.20 eV.

Positions of all 8 atoms, in Å:
C: 2.452 -0.302 0.416
C: 1.307 -0.044 0.151
C: -0.054 0.280 0.031
C: -1.133 -0.198 -0.614
C: -2.207 -0.130 0.178
O: -3.268 -0.250 0.634
H: 3.466 -0.537 0.621
H: -0.427 0.930 0.851

=====

No. 3
A cluster of 2 separate species, C2H9NOS2 in total. Source: the OMol25 dataset; level of theory: wB97M-V/def2-TZVPD.

The total charge is 0. The value obtained for the energy is -1007.9366 hartree. Its SMILES is CSS.NCO. Its HOMO energy is -8.42 eV.

Positions of all 15 atoms, in Å:
C: -1.597 2.118 2.333
S: -0.554 0.757 1.759
S: -1.739 -0.106 0.246
H: -2.455 2.240 1.674
H: -1.009 3.033 2.283
H: -1.975 1.921 3.323
H: -2.175 1.076 -0.203
N: 1.329 -0.435 -1.594
C: 1.722 -1.793 -1.544
O: 0.774 -2.640 -0.903
H: 0.891 -0.096 -2.436
H: 1.976 0.215 -1.182
H: 1.848 -2.262 -2.527
H: 2.661 -1.892 -0.996
H: 0.303 -2.136 -0.232

=====

No. 4
An isolated molecule of C5H5NO. Source: the OMol25 dataset; level of theory: wB97M-V/def2-TZVPD.

The total charge is 0. The value obtained for the energy is -323.4748 hartree. Its SMILES is N#C/C=C\CC=O. Its HOMO energy is -10.38 eV.

Positions of all 12 atoms, in Å:
N: -2.332 0.895 2.076
C: -1.946 0.786 0.989
C: -1.520 0.545 -0.360
C: -0.438 -0.179 -0.646
C: 0.624 -0.603 0.318
C: 1.951 -0.180 -0.287
O: 2.017 0.471 -1.303
H: -2.142 0.944 -1.154
H: -0.228 -0.392 -1.689
H: 0.632 -1.685 0.521
H: 0.509 -0.113 1.296
H: 2.872 -0.488 0.240

=====

No. 5
An isolated molecule of C5H8O2S. Source: the OMol25 dataset; level of theory: wB97M-V/def2-TZVPD.

The total charge is 0. The value obtained for the energy is -743.9359 hartree. Its SMILES is C/C=C(/OC)C(O)=S. Its HOMO energy is -8.64 eV.

Positions of all 16 atoms, in Å:
C: 1.710 1.723 -0.157
C: 0.334 1.150 -0.315
C: -0.030 -0.131 -0.348
O: -1.376 -0.429 -0.554
C: -2.109 -0.588 0.664
C: 0.845 -1.341 -0.269
O: 0.191 -2.430 -0.634
S: 2.387 -1.417 0.263
H: 2.038 1.575 0.867
H: 2.451 1.238 -0.799
H: 1.707 2.845 -0.421
H: -0.534 1.830 -0.334
H: -3.095 -0.848 0.382
H: -1.649 -1.340 1.329
H: -2.140 0.321 1.262
H: -0.730 -2.158 -0.935

=====

No. 6
An isolated molecule of C8H17N3. Source: the OMol25 dataset; level of theory: wB97M-V/def2-TZVPD.

The total charge is 0. The value obtained for the energy is -479.2362 hartree. Its SMILES is CCN=C=NCCCN(C)C. Its HOMO energy is -8.64 eV.

Positions of all 28 atoms, in Å:
C: 3.760 -0.062 -0.441
C: 2.437 0.218 0.242
N: 1.802 -0.989 0.761
C: 0.881 -1.531 0.108
N: 0.160 -2.333 -0.465
C: -1.288 -2.434 -0.348
C: -1.997 -1.385 0.529
C: -2.089 0.015 -0.157
N: -0.933 0.870 -0.113
C: -0.660 1.382 1.230
C: -1.014 1.973 -1.046
H: 3.677 -0.637 -1.358
H: 4.402 -0.576 0.275
H: 4.206 0.898 -0.676
H: 2.636 0.838 1.123
H: 1.755 0.828 -0.366
H: -1.628 -2.388 -1.386
H: -1.463 -3.437 0.013
H: -3.033 -1.660 0.680
H: -1.551 -1.291 1.522
H: -2.328 -0.100 -1.213
H: -2.937 0.530 0.280
H: -1.516 1.984 1.609
H: 0.194 2.040 1.215
H: -0.462 0.558 1.939
H: -1.251 1.507 -2.018
H: -1.752 2.771 -0.793
H: -0.006 2.411 -1.145

=====

No. 7
The ion C10H12F6N5O3S2 with charge +1. Source: the OMol25 dataset; level of theory: wB97M-V/def2-TZVPD.

The total charge is +1. The value obtained for the energy is -2282.8800 hartree. Its SMILES is CC(C)=NN1C(NS(=O)(=O)C(F)(F)F)=[NH+][C@H](N=C=S)[C@H]1COC(F)(F)F. Its HOMO energy is -12.17 eV.

Positions of all 38 atoms, in Å:
C: -3.119 -0.725 0.828
C: -1.981 -1.303 0.074
C: -1.855 -2.789 0.014
N: -1.127 -0.526 -0.547
N: 0.094 -0.106 0.110
C: 1.092 -0.971 -0.503
N: 1.920 -1.682 0.197
S: 2.095 -1.756 1.920
O: 3.238 -1.020 2.312
O: 2.200 -3.141 2.217
C: 0.624 -1.105 2.867
F: -0.518 -1.665 2.516
F: 0.608 0.213 2.791
F: 0.909 -1.443 4.112
N: 1.004 -0.851 -1.863
C: 1.117 0.637 -1.978
N: 2.526 1.100 -1.904
C: 3.224 0.819 -2.883
S: 4.301 0.255 -3.840
C: 0.483 1.158 -0.604
C: -0.737 2.027 -0.906
O: -0.305 3.389 -1.065
C: -0.828 4.229 -0.148
F: -0.540 3.847 1.105
F: -0.298 5.428 -0.341
F: -2.153 4.334 -0.258
H: -2.885 -0.831 1.892
H: -4.046 -1.271 0.667
H: -3.212 0.332 0.613
H: -2.785 -3.305 0.228
H: -1.432 -3.065 -0.947
H: -1.128 -3.093 0.777
H: 2.581 -2.270 -0.308
H: 1.839 -1.314 -2.235
H: 0.616 0.982 -2.872
H: 1.203 1.771 -0.077
H: -1.229 1.749 -1.829
H: -1.496 1.964 -0.132

=====

No. 8
A structure of composition C3H5NO. Source: the OMol25 dataset; level of theory: wB97M-V/def2-TZVPD.

The total charge is 0. The value obtained for the energy is -247.1621 hartree. Its HOMO energy is -9.38 eV.

Positions of all 10 atoms, in Å:
O: -2.083 0.344 0.012
C: -0.881 0.340 -0.069
C: 0.031 -0.606 -0.864
C: 1.152 -0.500 0.141
N: -0.004 1.093 0.688
H: -0.459 -1.578 -0.965
H: 0.291 -0.208 -1.848
H: 1.021 -1.212 0.965
H: 1.113 0.811 0.454
H: -0.328 1.443 1.585

=====

No. 9
A structure of composition C9H22ClI2N3OPZr. Source: the OMol25 dataset; level of theory: wB97M-V/def2-TZVPD.

The total charge is +3. The value obtained for the energy is -2038.5297 hartree. Its HOMO energy is -17.39 eV.

Positions of all 40 atoms, in Å:
I: 3.910 -1.625 -1.252
I: 3.266 -2.749 1.012
Zr: -0.904 -0.455 -0.534
P: -0.046 -3.166 -1.611
C: 1.366 -4.325 -1.804
C: -1.241 -4.470 -1.123
H: -1.464 -2.607 -3.512
H: -0.689 -4.198 -3.715
H: 0.242 -2.700 -3.978
C: -0.541 -3.166 -3.379
H: -2.244 -4.059 -1.060
H: -1.212 -5.278 -1.865
H: 1.096 -5.253 -2.317
H: 1.773 -4.587 -0.823
H: -0.962 -4.870 -0.150
H: 2.180 -3.845 -2.354
C: 6.005 -0.294 1.686
O: 6.562 -1.255 1.965
Cl: -3.070 -1.309 -0.712
C: -2.980 3.635 0.886
N: -1.557 3.578 1.187
C: -0.935 4.875 1.458
C: -0.889 2.449 0.848
N: -1.536 1.532 0.098
N: 0.366 2.136 1.222
C: 1.095 2.743 2.343
C: 0.752 0.761 0.744
H: -3.395 4.561 1.298
H: -3.492 2.783 1.360
H: -3.163 3.638 -0.199
H: -0.469 4.904 2.458
H: -0.190 5.160 0.704
H: -1.708 5.643 1.443
H: -2.468 1.855 -0.117
H: 2.079 2.255 2.409
H: 1.284 3.815 2.164
H: 0.568 2.622 3.312
H: 0.065 -0.061 1.256
H: 0.787 0.790 -0.415
H: 1.757 0.536 1.067

=====

No. 10
A structure of composition C14H17N3O3S. Source: the OMol25 dataset; level of theory: wB97M-V/def2-TZVPD.

The total charge is 0. The value obtained for the energy is -1331.5890 hartree. Its HOMO energy is -8.23 eV.

Positions of all 38 atoms, in Å:
C: 2.495 -0.794 -0.043
C: 1.934 0.606 -0.322
C: 3.866 -1.237 -0.548
C: 0.385 2.330 -0.018
C: 1.111 3.399 0.715
C: -1.177 2.359 0.205
C: -2.015 1.147 -0.202
C: -2.619 1.006 -1.493
C: -2.094 -0.175 0.346
C: -2.850 -1.024 -0.547
C: -1.750 -0.707 1.647
C: -3.172 -2.355 -0.323
C: -2.117 -2.032 1.842
C: -3.031 -2.797 1.070
H: 1.449 -1.858 -1.508
H: 0.446 -1.481 -0.257
H: 2.485 -0.480 1.134
H: 4.175 -1.284 -1.720
H: 4.429 -0.249 -0.118
H: 5.932 -2.639 -0.308
H: 0.660 0.280 1.069
H: 0.714 2.245 -1.198
H: -1.405 2.209 1.268
H: -1.811 3.314 0.096
H: -2.658 1.825 -2.270
H: -3.928 -0.770 -2.106
H: -1.167 -0.050 2.279
H: -3.678 -2.861 -1.161
H: -2.163 -2.695 2.780
H: -3.634 -3.865 1.095
H: 2.572 3.325 -0.593
N: 1.421 -1.807 -0.394
N: 0.980 1.044 0.503
N: -3.134 -0.253 -1.645
O: 2.125 1.362 -1.539
O: 0.658 3.974 1.839
O: 2.189 3.892 0.050
S: 4.378 -2.906 0.375

=====

No. 11
The ion C3H9N2 with charge +1. Source: the OMol25 dataset; level of theory: wB97M-V/def2-TZVPD.

The total charge is +1. The value obtained for the energy is -228.7041 hartree. Its HOMO energy (spin up / spin down) is -13.53 / -16.62 eV. Its spin multiplicity is 3.

Positions of all 14 atoms, in Å:
C: 1.630 0.294 0.162
C: -0.805 -1.370 -0.015
C: 0.263 0.897 -0.190
N: -2.114 0.474 0.128
N: -0.949 0.211 -0.074
H: 1.444 -0.435 1.031
H: 2.020 -0.264 -0.665
H: 2.334 0.926 0.632
H: -0.339 -1.827 -0.861
H: -1.690 -1.888 0.125
H: 0.027 -1.710 0.579
H: 0.220 1.234 -1.356
H: 0.283 1.963 0.323
H: -2.324 1.494 0.180

=====

No. 12
A structure of composition C19H22BrIN3O2Pt. Source: the OMol25 dataset; level of theory: wB97M-V/def2-TZVPD.

The total charge is +1. The value obtained for the energy is -4042.6033 hartree. Its HOMO energy (spin up / spin down) is -10.00 / -10.58 eV. Its spin multiplicity is 5.

Positions of all 49 atoms, in Å:
Pt: 0.820 0.115 -1.412
N: 1.118 -1.188 -3.348
C: 0.282 -0.480 -4.301
C: 0.353 1.065 -4.176
N: 0.150 1.553 -2.787
C: -1.239 1.952 -2.402
C: -2.176 0.765 -2.030
N: -1.482 -0.081 -1.056
H: 2.142 -1.139 -3.525
H: 0.894 -2.166 -3.176
H: -0.751 -0.802 -4.153
H: 0.556 -0.693 -5.350
H: -0.371 1.486 -4.822
H: 1.364 1.382 -4.440
H: 0.727 2.386 -2.699
H: -1.610 2.613 -3.187
H: -1.170 2.534 -1.493
H: -2.541 0.218 -2.908
H: -3.091 1.249 -1.583
H: -1.876 -1.017 -1.006
H: -1.429 0.438 -0.134
Br: 1.062 5.366 5.951
C: 0.710 4.289 4.450
C: -0.586 3.877 4.271
C: -0.889 3.114 3.147
C: 0.102 2.748 2.250
C: 1.430 3.148 2.496
C: 1.749 3.868 3.606
C: -0.314 1.898 1.074
O: -1.463 1.409 1.070
O: 0.583 1.806 0.191
H: -1.346 4.121 4.961
H: -1.854 2.727 2.843
H: 2.204 2.830 1.794
H: 2.795 4.134 3.771
C: 1.161 -1.409 -0.253
C: 0.907 -2.412 0.431
C: 0.461 -3.531 1.123
C: -0.144 -3.471 2.395
C: -0.479 -4.612 3.033
C: -0.352 -5.871 2.373
C: 0.174 -5.962 1.078
C: 0.558 -4.766 0.450
H: -0.240 -2.513 2.862
H: -0.900 -4.543 3.995
H: -0.719 -6.786 2.808
H: 0.333 -6.900 0.557
H: 1.063 -4.768 -0.491
I: 3.321 2.021 -2.250

=====

No. 13
An isolated molecule of C4H11NS. Source: the OMol25 dataset; level of theory: wB97M-V/def2-TZVPD.

The total charge is 0. The value obtained for the energy is -611.9318 hartree. Its SMILES is CSCCCN. Its HOMO energy is -8.49 eV.

Positions of all 17 atoms, in Å:
C: 2.279 -1.090 -0.625
S: 1.672 0.471 0.095
C: 0.181 0.802 -0.895
C: -0.990 1.322 -0.058
C: -1.446 0.342 1.055
N: -1.213 -1.053 0.708
H: 3.327 -1.109 -0.352
H: 2.170 -1.109 -1.706
H: 1.770 -1.938 -0.168
H: -0.136 -0.076 -1.439
H: 0.457 1.550 -1.639
H: -1.820 1.465 -0.741
H: -0.719 2.263 0.424
H: -0.990 0.629 1.996
H: -2.530 0.444 1.171
H: -0.239 -1.288 0.852
H: -1.774 -1.625 1.324

=====

No. 14
A cluster of 3 separate species, C30H60NO8 in total. Source: the OMol25 dataset; level of theory: wB97M-V/def2-TZVPD.

The total charge is 0. The value obtained for the energy is -1835.2810 hartree. Its HOMO energy (spin up / spin down) is -8.93 / -9.29 eV. Its spin multiplicity is 2.

Positions of all 99 atoms, in Å:
C: -0.164 -1.681 -0.916
C: -0.806 -1.082 0.077
C: -1.730 -0.300 1.149
O: -1.148 0.920 1.674
C: -0.165 1.509 0.780
C: 0.128 3.012 1.381
C: 1.230 2.791 2.571
C: 0.588 4.070 0.251
C: 0.927 5.540 0.853
C: 2.465 5.689 1.375
C: -0.022 5.993 2.079
C: -1.931 -1.292 2.447
C: -3.141 -0.851 3.418
C: -2.680 0.365 4.420
C: -3.377 -2.129 4.432
N: -4.457 -0.619 2.751
O: -5.111 -1.762 2.530
C: -4.380 0.229 1.525
C: -4.333 1.825 1.784
C: -5.785 -0.037 0.707
C: -3.197 -0.136 0.492
H: 0.243 -2.345 -1.753
H: -0.509 1.640 -0.309
H: 0.871 0.961 0.855
H: -0.861 3.367 1.877
H: 1.020 3.454 3.505
H: 1.218 1.680 2.924
H: 2.261 3.021 2.088
H: -0.314 4.211 -0.460
H: 1.519 3.616 -0.269
H: 0.772 6.321 -0.002
H: 2.634 5.155 2.398
H: 2.734 6.801 1.530
H: 3.224 5.256 0.615
H: 0.220 7.078 2.421
H: 0.066 5.330 3.023
H: -1.119 5.934 1.726
H: -2.233 -2.327 1.995
H: -0.918 -1.394 2.986
H: -3.429 0.492 5.285
H: -1.692 -0.025 4.907
H: -2.419 1.336 3.868
H: -4.359 -1.991 5.046
H: -3.360 -3.133 3.873
H: -2.487 -2.111 5.188
H: -5.220 2.177 2.457
H: -3.317 2.233 2.128
H: -4.539 2.324 0.747
H: -5.762 -1.031 0.117
H: -6.700 0.053 1.415
H: -5.871 0.839 -0.054
H: -3.501 -1.144 -0.015
H: -3.185 0.647 -0.351
C: 3.400 0.086 0.431
O: 4.758 0.425 0.644
C: 4.900 1.684 1.297
C: 6.306 1.830 1.870
O: 6.468 1.159 3.121
C: 6.565 -0.266 3.053
C: 7.912 -0.746 2.523
O: 7.938 -0.679 1.099
C: 9.259 -0.704 0.589
H: 2.907 0.836 -0.193
H: 3.364 -0.880 -0.078
H: 2.878 -0.012 1.390
H: 4.163 1.776 2.104
H: 4.725 2.468 0.551
H: 6.472 2.890 2.088
H: 7.072 1.527 1.157
H: 5.729 -0.691 2.494
H: 6.466 -0.612 4.087
H: 8.068 -1.792 2.810
H: 8.713 -0.129 2.947
H: 9.815 0.174 0.934
H: 9.205 -0.670 -0.501
H: 9.773 -1.622 0.892
C: -4.423 -5.759 -7.584
O: -3.679 -5.185 -6.525
C: -2.306 -5.566 -6.568
C: -1.469 -4.635 -5.694
O: -1.151 -3.402 -6.342
C: -2.223 -2.461 -6.446
C: -2.546 -1.780 -5.119
O: -3.369 -2.623 -4.316
C: -3.349 -2.242 -2.952
H: -4.384 -6.850 -7.537
H: -5.462 -5.435 -7.487
H: -4.043 -5.407 -8.550
H: -1.937 -5.531 -7.599
H: -2.233 -6.591 -6.186
H: -0.506 -5.122 -5.510
H: -1.930 -4.463 -4.721
H: -3.105 -2.917 -6.898
H: -1.867 -1.694 -7.141
H: -3.102 -0.855 -5.307
H: -1.615 -1.544 -4.592
H: -2.338 -2.342 -2.544
H: -4.011 -2.912 -2.400
H: -3.705 -1.213 -2.834

=====

No. 15
A structure of composition C22H38N5O7P2RuS. Source: the OMol25 dataset; level of theory: wB97M-V/def2-TZVPD.

The total charge is 0. The value obtained for the energy is -2837.4198 hartree. Its HOMO energy (spin up / spin down) is -7.75 / -7.88 eV. Its spin multiplicity is 2.

Positions of all 76 atoms, in Å:
Ru: -0.391 -0.688 -2.040
C: -0.445 0.011 -4.226
C: 0.244 -1.240 -4.256
C: 1.514 -1.031 -3.722
C: 1.619 0.333 -3.365
C: 0.420 0.971 -3.671
H: -1.415 0.192 -4.657
H: -0.124 -2.145 -4.706
H: 2.287 -1.775 -3.630
H: 2.491 0.806 -2.940
H: 0.204 2.021 -3.562
C: 1.043 -2.505 2.844
N: 1.415 -2.758 1.457
C: 0.677 -3.872 0.841
P: 2.001 -1.599 0.476
O: 1.532 -1.570 -0.935
O: 1.913 -0.147 1.210
P: 1.048 1.171 0.799
O: 0.372 1.142 -0.518
N: 0.235 1.587 2.155
C: -0.850 2.554 1.953
C: 0.075 0.725 3.317
N: 2.213 2.358 0.707
C: 3.062 2.637 1.854
C: 2.829 2.691 -0.571
N: 3.643 -1.849 0.473
C: 4.418 -0.969 -0.399
C: 4.328 -2.161 1.721
H: 1.217 -3.413 3.424
H: -0.009 -2.229 2.927
H: 1.654 -1.709 3.264
H: 1.087 -4.818 1.202
H: 0.767 -3.837 -0.241
H: -0.382 -3.815 1.097
H: -0.770 3.013 0.969
H: -0.786 3.342 2.707
H: -1.828 2.071 2.026
H: 0.998 0.183 3.508
H: -0.738 0.004 3.193
H: -0.136 1.356 4.182
H: 2.522 2.436 2.778
H: 3.348 3.692 1.848
H: 3.980 2.036 1.841
H: 2.161 2.405 -1.377
H: 3.795 2.187 -0.707
H: 3.001 3.768 -0.625
H: 3.833 -0.723 -1.284
H: 5.328 -1.479 -0.719
H: 4.704 -0.038 0.108
H: 3.740 -2.872 2.298
H: 4.512 -1.266 2.331
H: 5.291 -2.621 1.492
C: -5.239 3.719 -0.342
C: -4.413 2.468 -0.182
C: -3.412 2.154 -1.099
C: -2.656 1.003 -0.965
C: -2.895 0.141 0.099
C: -3.910 0.426 1.008
C: -4.658 1.584 0.866
S: -1.906 -1.309 0.444
O: -0.635 -0.853 0.969
O: -2.678 -2.097 1.371
N: -1.527 -2.100 -0.905
C: -2.628 -2.845 -1.511
C: -3.349 -1.956 -2.509
O: -4.533 -2.173 -2.752
O: -2.559 -1.087 -3.026
H: -4.742 4.441 -0.990
H: -5.433 4.190 0.622
H: -6.206 3.479 -0.792
H: -3.233 2.813 -1.942
H: -1.904 0.778 -1.729
H: -4.098 -0.270 1.816
H: -5.444 1.808 1.579
H: -3.347 -3.199 -0.780
H: -2.240 -3.679 -2.099